The following is a DFT calculation (wB97M-V/def2-TZVPD) of C17H39N4O13V2 as an isolated structure.

Expectation value of S²: 0.805
2S+1: 2
Total energy (eV): -102209.784
HOMO-LUMO gap (spin up / spin down) (eV): 5.095 / 6.360
HOMO level (spin up / spin down) (hartree): -0.2819 / -0.3100
Net charge: 0

Last column: Löwdin spin population.
Element x y z (Å)
O (1.87438, -17.33307, 1.21026)  -0.092
V (2.88026, -16.51174, 0.16584)  0.393
O (3.70335, -17.61849, -0.67968)  -0.069
O (5.90185, -12.19479, 1.39375)  -0.034
V (5.10448, -13.46558, 0.79346)  0.870
O (6.19128, -14.14556, -0.27108)  -0.117
O (2.87961, -12.70252, -2.75188)  0.000
C (3.37100, -13.17341, -1.58054)  0.003
O (3.41171, -14.34296, -1.24419)  0.023
O (3.90449, -12.30751, -0.84850)  0.002
H (3.13511, -11.79072, -2.59396)  0.000
C (3.64972, -13.76326, -8.68718)  0.000
O (3.57400, -13.38023, -7.33781)  0.000
C (2.32237, -13.61428, -6.66111)  0.000
C (1.89882, -15.13892, -6.43337)  0.000
O (2.92994, -15.90865, -5.78335)  0.000
C (3.55943, -15.33247, -4.67410)  0.000
H (2.90637, -14.49744, -8.99783)  0.000
H (4.65820, -14.09671, -8.93189)  0.000
H (3.50589, -12.80150, -9.17956)  0.000
H (1.61016, -13.13768, -7.33468)  0.000
H (2.39078, -13.06417, -5.72260)  0.000
H (1.59057, -15.67107, -7.33332)  0.000
H (0.93840, -15.07004, -5.92256)  0.000
H (2.83068, -15.02327, -3.92482)  0.000
H (4.30344, -14.57471, -4.91976)  0.000
H (4.09864, -16.17115, -4.23364)  0.000
C (0.41662, -13.86504, 0.71840)  0.001
O (1.30811, -14.73644, 0.85139)  0.018
N (-0.85116, -13.94668, 1.26356)  0.001
C (-1.65486, -12.74219, 1.53562)  0.000
C (-1.19975, -15.24088, 1.99612)  0.000
H (0.58076, -12.88966, 0.23479)  0.000
H (-1.21697, -11.76783, 1.31881)  0.000
H (-1.85303, -12.70661, 2.60686)  0.000
H (-2.66088, -12.75678, 1.11632)  0.000
H (-1.61444, -14.99488, 2.97368)  0.000
H (-2.05030, -15.57915, 1.40432)  0.000
H (-0.32218, -15.87540, 2.12005)  0.000
C (0.23754, -10.27901, -1.81781)  0.000
O (-0.18241, -10.70120, -0.78334)  0.000
N (-0.56666, -9.83725, -2.79991)  0.000
C (-0.02356, -9.20302, -3.96761)  0.000
C (-2.00455, -9.75509, -2.70201)  0.000
H (1.30229, -10.22451, -2.09268)  0.000
H (-0.32157, -8.15502, -3.99904)  0.000
H (-0.46829, -9.60020, -4.88006)  0.000
H (1.02923, -9.45011, -4.10422)  0.000
H (-2.29811, -10.15135, -3.67406)  0.000
H (-2.49459, -10.19226, -1.83204)  0.000
H (-2.17319, -8.68474, -2.58357)  0.000
C (8.79011, -13.90163, -3.80142)  0.000
O (9.22136, -15.06591, -3.61716)  0.000
N (7.48356, -13.57817, -3.65732)  0.000
C (7.04292, -12.34689, -4.36141)  0.000
C (6.55869, -14.66932, -3.39773)  0.000
H (9.41583, -13.20143, -4.37622)  0.000
H (6.91016, -12.68988, -5.38749)  0.000
H (7.68831, -11.46918, -4.39593)  0.000
H (6.10871, -11.96147, -3.95299)  0.000
H (5.63976, -14.35755, -2.90129)  0.000
H (6.50150, -15.19741, -4.34955)  0.000
H (7.04121, -15.34919, -2.69554)  0.000
C (0.54150, -15.57723, -2.34885)  0.000
O (1.23176, -16.39987, -1.74437)  0.001
N (-0.78997, -15.64164, -2.38375)  0.000
C (-1.56619, -15.01156, -3.50566)  0.000
C (-1.49809, -16.66088, -1.63998)  0.000
H (0.83227, -14.65868, -2.88168)  0.000
H (-2.48718, -14.66557, -3.03645)  0.000
H (-1.93029, -15.67588, -4.28937)  0.000
H (-0.98683, -14.24373, -4.01838)  0.000
H (-1.81114, -17.55062, -2.18630)  0.000
H (-0.74060, -16.98537, -0.92652)  0.000
H (-2.36931, -16.23228, -1.14463)  0.000

=====

The following is a DFT calculation (wB97M-V/def2-TZVPD) of a 7-piece molecular cluster, C48H55BN8O13P overall.

Total energy (eV): -99155.494
HOMO-LUMO gap (eV): 3.466
HOMO level (hartree): -0.1146
Net charge: -1

Last column: Löwdin charge in e.
Element x y z (Å)
C (-0.40355, -0.36444, 1.18074)  -0.115
C (-1.62440, -1.28163, 0.88550)  -0.316
C (-2.92159, -0.78498, 1.53107)  -0.332
P (-4.52561, -0.91127, 0.39107)  0.589
C (-6.06722, -1.03674, -0.79067)  -0.295
C (-7.48845, -1.10596, -0.19968)  -0.471
C (-7.85653, -2.47042, 0.41120)  -0.093
C (-7.82020, 0.00223, 0.78878)  -0.110
B (-4.22734, -2.87643, 0.24228)  -0.697
N (-4.74783, -3.82083, 1.19398)  0.141
O (-3.53571, -3.44386, -0.86092)  0.018
C (-4.71152, 1.04236, 0.43854)  -0.371
C (-5.00671, 1.68249, 1.63889)  -0.114
C (-5.12226, 3.05225, 1.67157)  -0.101
C (-4.96638, 3.75855, 0.48970)  -0.109
C (-4.67713, 3.03993, -0.64951)  -0.190
N (-4.54389, 1.71003, -0.70375)  0.053
H (-0.70303, 0.61843, 1.52904)  0.054
H (0.31558, -0.81659, 1.85825)  0.042
H (0.12161, -0.20765, 0.23697)  0.045
H (-1.68091, -1.35976, -0.19656)  0.067
H (-1.39025, -2.23741, 1.34395)  0.077
H (-3.12263, -1.39751, 2.41173)  0.054
H (-2.74359, 0.22190, 1.91629)  0.050
H (-5.32765, -1.04531, 1.61916)  0.013
H (-3.68302, -0.73255, -0.81224)  0.016
H (-5.92859, -1.94756, -1.38235)  0.056
H (-6.07662, -0.22364, -1.51434)  0.060
H (-8.18039, -0.96537, -1.03380)  0.109
H (-7.67716, -2.48807, 1.47987)  0.065
H (-8.91059, -2.65805, 0.21464)  0.061
H (-7.30208, -3.26047, -0.07896)  0.053
H (-8.88880, 0.03162, 0.99793)  0.067
H (-7.50628, 0.97851, 0.42687)  0.068
H (-7.32640, -0.15357, 1.74194)  0.049
H (-4.74471, -3.49058, 2.14751)  0.058
H (-4.34124, -4.74430, 1.11205)  0.059
H (-4.14662, -4.02830, -1.31980)  0.072
H (-5.12515, 1.10524, 2.54168)  0.096
H (-5.32611, 3.56025, 2.60424)  0.093
H (-5.07187, 4.82987, 0.47717)  0.083
H (-4.55652, 3.58067, -1.58106)  0.093
C (-0.82232, 3.60804, -1.02815)  -0.048
C (0.25772, 4.17014, -1.70201)  -0.066
C (0.85970, 3.47816, -2.73719)  -0.010
C (0.36597, 2.23138, -3.08269)  -0.149
C (-0.70401, 1.65487, -2.42028)  0.013
C (-1.29905, 2.35309, -1.38256)  -0.047
N (0.99593, 1.50741, -4.19031)  -0.346
O (1.95132, 2.01918, -4.74369)  0.063
O (0.52833, 0.42971, -4.51401)  0.042
H (-1.29668, 4.15021, -0.22029)  0.108
H (0.62395, 5.14338, -1.42558)  0.079
H (1.69688, 3.90622, -3.26850)  0.103
H (-1.07456, 0.67895, -2.69842)  0.124
H (-2.13774, 1.91812, -0.85501)  0.090
C (0.11090, 1.45903, -8.35256)  -0.063
C (-0.37504, 1.95657, -9.55484)  -0.074
C (-1.72969, 2.19690, -9.70870)  -0.015
C (-2.57685, 1.93612, -8.64767)  -0.150
C (-2.11349, 1.43562, -7.44401)  0.012
C (-0.75489, 1.19457, -7.29961)  -0.048
N (-4.01438, 2.21110, -8.80760)  -0.357
O (-4.39093, 2.63123, -9.88623)  0.061
O (-4.73865, 2.00436, -7.85876)  0.086
H (1.17076, 1.27720, -8.23124)  0.108
H (0.30247, 2.16033, -10.37296)  0.103
H (-2.11679, 2.58319, -10.63929)  0.114
H (-2.79448, 1.23613, -6.62948)  0.125
H (-0.36086, 0.80457, -6.36801)  0.078
C (7.47926, 5.41597, -2.16063)  -0.075
C (6.93265, 5.89807, -3.34255)  -0.067
C (5.57569, 6.16429, -3.42226)  -0.002
C (4.78870, 5.94434, -2.30815)  -0.143
C (5.31126, 5.45931, -1.12465)  0.001
C (6.66901, 5.19375, -1.05521)  -0.066
N (3.34968, 6.24229, -2.38184)  -0.340
O (2.90910, 6.64233, -3.43913)  0.085
O (2.68757, 6.06332, -1.37961)  0.067
H (8.54025, 5.21244, -2.10105)  0.105
H (7.56404, 6.06805, -4.20342)  0.107
H (5.14176, 6.53729, -4.33761)  0.120
H (4.67384, 5.28983, -0.26995)  0.121
H (7.09487, 4.81445, -0.13689)  0.107
C (3.19296, -2.27324, 7.12569)  -0.073
C (2.98758, -2.99563, 5.95717)  -0.058
C (1.81893, -2.82793, 5.23191)  0.001
C (0.87435, -1.93326, 5.69119)  -0.143
C (1.05508, -1.20863, 6.85481)  -0.005
C (2.22592, -1.38372, 7.57529)  -0.062
N (-0.36004, -1.73827, 4.90841)  -0.340
O (-0.49980, -2.39904, 3.89978)  0.080
O (-1.15951, -0.92412, 5.32290)  0.082
H (4.10153, -2.40518, 7.68656)  0.072
H (3.73925, -3.68888, 5.60422)  0.108
H (1.65583, -3.38354, 4.32412)  0.117
H (0.29863, -0.51700, 7.19426)  0.117
H (2.38767, -0.82370, 8.48640)  0.107
C (9.01421, -0.43735, 4.98212)  -0.071
C (9.17955, -1.72501, 5.47494)  -0.065
C (8.38689, -2.17677, 6.51687)  -0.003
C (7.43604, -1.32494, 7.04627)  -0.146
C (7.25887, -0.03841, 6.57389)  0.001
C (8.05787, 0.40501, 5.53309)  -0.063
N (6.57507, -1.80725, 8.13598)  -0.353
O (6.75087, -2.93871, 8.53950)  0.081
O (5.72198, -1.05136, 8.55613)  0.061
H (9.63102, -0.09023, 4.16390)  0.107
H (9.92410, -2.37988, 5.04448)  0.108
H (8.50753, -3.17689, 6.90477)  0.119
H (6.50933, 0.60823, 7.00443)  0.121
H (7.93043, 1.40719, 5.14867)  0.108
C (-0.49252, -5.65123, -2.32929)  -0.064
C (-0.18621, -4.48527, -1.64254)  -0.045
C (0.79949, -4.49403, -0.66800)  0.013
C (1.46588, -5.68010, -0.40986)  -0.152
C (1.16456, -6.85446, -1.07584)  -0.017
C (0.17516, -6.83492, -2.04146)  -0.075
N (2.54040, -5.69923, 0.59003)  -0.358
O (2.79860, -4.66258, 1.16748)  0.069
O (3.13056, -6.74627, 0.77229)  0.061
H (-1.25823, -5.63624, -3.09328)  0.108
H (-0.71745, -3.57057, -1.86677)  0.111
H (1.04225, -3.58930, -0.12943)  0.120
H (1.69462, -7.76762, -0.85147)  0.114
H (-0.07117, -7.74226, -2.57595)  0.103